{
  "formula": "C30H30BrN3O3PPb",
  "method": "ωB97M-V with the def2-TZVPD basis set",
  "symbols": ["C", "O", "H", "C", "C", "H", "H", "C", "H", "H", "H", "C", "H", "H", "C", "H", "C", "H", "C", "H", "C", "H", "P", "C", "C", "N", "C", "C", "C", "C", "C", "H", "C", "H", "C", "C", "C", "C", "N", "C", "H", "O", "H", "H", "H", "H", "H", "Br", "Pb", "H", "H", "C", "H", "H", "H", "H", "C", "H", "N", "H", "H", "O", "C", "H", "C", "C", "C", "C", "C"],
  "coordinates": [[-2.82, -5.46, -2.24], [2.18, -2.61, 1.27], [5.05, -2.55, 0.01], [3.78, 3.77, 2.86], [-3.39, 2.71, -0.65], [3.07, 1.85, 6.13], [4.71, 0.80, -0.24], [3.26, 2.48, 2.80], [5.31, 2.11, 0.78], [-3.40, 3.03, 1.49], [3.37, -0.84, -0.93], [-2.84, 2.75, 0.61], [-5.94, 0.78, -4.22], [-2.98, 2.29, -2.74], [1.31, -1.45, -1.14], [1.17, -0.81, -2.01], [-5.24, 0.24, -3.60], [-4.43, 2.96, -0.82], [-1.68, -5.42, -0.13], [-1.35, -3.47, 0.72], [-1.51, 2.40, 0.79], [4.02, 4.14, 6.22], [2.91, 1.59, 1.24], [-5.55, -0.06, -2.28], [4.68, 1.22, 0.76], [-1.67, -1.14, -0.37], [-2.92, -4.07, -2.20], [-1.29, 2.01, -1.44], [-2.38, -3.35, -1.14], [-3.12, -0.87, -3.33], [2.59, 2.95, 0.05], [3.21, -2.41, -1.68], [-2.20, -6.14, -1.20], [3.43, 3.63, -0.07], [-3.43, -1.17, -2.00], [2.77, -1.75, -0.92], [3.04, -2.42, 0.42], [-4.02, -0.17, -4.12], [4.32, -2.83, 0.64], [4.05, 4.36, 4.08], [4.45, 5.37, 4.12], [-1.69, 2.62, 3.12], [-3.42, -3.55, -3.01], [-3.76, 0.06, -5.15], [-3.23, -6.00, -3.07], [5.09, 0.48, 1.46], [-2.13, -7.22, -1.22], [-0.15, 1.56, -2.91], [0.24, -0.61, 0.74], [-2.16, -1.17, -3.73], [1.71, 3.48, 0.41], [-2.60, 2.34, -1.73], [-1.20, -5.95, 0.69], [-6.50, 0.27, -1.86], [2.34, 2.50, -0.91], [2.55, 0.82, 3.95], [-4.65, -0.75, -1.49], [3.96, 4.32, 1.95], [-0.75, 2.00, -0.25], [4.56, -3.15, 1.56], [-4.88, -0.96, -0.45], [0.37, 2.36, 2.24], [3.01, 1.80, 3.99], [0.74, -2.36, -1.32], [-2.41, -1.84, -1.10], [3.81, 3.67, 5.26], [3.29, 2.39, 5.21], [-1.76, -4.04, -0.10], [-0.87, 2.46, 2.21]],
  "gap_ev": 7.09,
  "total_charge": -1,
  "energy_ha": -4659.479175,
  "relative_energy_kj_mol": 26.10
}